# 1
A cluster of 2 separate species, C4H10O3 in total, computed with ωB97M-V/def2-TZVPD.

The HOMO energy is -10.27 eV. Its SMILES is CCC(=O)OC.O. The calculation puts the energy above the lowest of the compared OMol25 structures with the same formula, charge and spin at 0.975 eV. The frontier orbital gap is 10.817 eV.

ORCA input file:
```
! RIJCOSX wB97M-V def2-TZVPD def2/J DEFGRID3
* xyz 0 1
O 0.605 -0.912 -2.431
O 1.258 -1.991 -0.483
C 0.683 -1.036 -1.196
C 2.059 -2.926 -1.189
C 0.749 0.692 0.893
C -0.066 -0.040 -0.244
H 2.938 -2.458 -1.665
H 1.382 -3.290 -1.980
H 2.400 -3.789 -0.593
H 0.164 1.546 1.274
H 1.728 1.063 0.547
H 0.914 -0.018 1.720
H -0.876 -0.679 0.159
H -0.525 0.682 -0.946
O -4.784 4.583 2.199
H -4.210 3.920 2.646
H -4.420 4.652 1.288
*
```

natural (NBO) population analysis, charges in e, atoms 1 to 8: -0.608 -0.502 0.799 -0.273 -0.608 -0.495 0.193 0.200


# 2
The molecule C2H3NO3, computed with ωB97M-V/def2-TZVPD.

The HOMO energy is -10.32 eV. Its SMILES is O=CNOC=O. The calculation puts the energy above the lowest of the compared OMol25 structures with the same formula, charge and spin at 3.501 eV. The frontier orbital gap is 10.846 eV.

ORCA input file:
```
! RIJCOSX wB97M-V def2-TZVPD def2/J DEFGRID3
* xyz 0 1
C 1.690 0.384 -0.062
C -1.658 -0.638 -0.080
H 2.036 1.469 0.165
H -0.205 1.140 0.612
H -2.155 -1.635 0.031
N 0.332 0.324 -0.050
O 2.414 -0.624 -0.324
O -0.341 -0.888 0.064
O -2.113 0.468 -0.356
*
```

natural (NBO) population analysis, charges in e, atoms 1 to 8: 0.486 0.620 0.144 0.405 0.153 -0.344 -0.581 -0.317


# 3
A cluster of 2 separate species, C4H5F in total, computed with ωB97M-V/def2-TZVPD.

The HOMO energy is -9.97 eV. The calculation puts the energy above the lowest of the compared OMol25 structures with the same formula, charge and spin at 4.199 eV. The frontier orbital gap is 10.087 eV.

ORCA input file:
```
! RIJCOSX wB97M-V def2-TZVPD def2/J DEFGRID3
* xyz 0 1
C -0.760 1.200 1.713
C -2.029 1.188 1.338
C 1.508 -1.275 -1.224
C 1.178 -0.179 -0.601
F 0.253 0.723 -0.930
H -2.096 0.122 1.445
H -2.963 1.692 1.011
H 2.213 -2.087 -0.857
H 1.073 -1.551 -2.167
H 1.624 0.168 0.273
*
```

natural (NBO) population analysis, charges in e, atoms 1 to 8: 0.206 -0.783 -0.519 0.250 -0.332 0.293 0.285 0.227


What is the frontier orbital gap in the second record? 10.846 eV


Please write out number 1 again, unchanged.
A cluster of 2 separate species, C4H10O3 in total, computed with ωB97M-V/def2-TZVPD.

The HOMO energy is -10.27 eV. Its SMILES is CCC(=O)OC.O. The calculation puts the energy above the lowest of the compared OMol25 structures with the same formula, charge and spin at 0.975 eV. The frontier orbital gap is 10.817 eV.

ORCA input file:
```
! RIJCOSX wB97M-V def2-TZVPD def2/J DEFGRID3
* xyz 0 1
O 0.605 -0.912 -2.431
O 1.258 -1.991 -0.483
C 0.683 -1.036 -1.196
C 2.059 -2.926 -1.189
C 0.749 0.692 0.893
C -0.066 -0.040 -0.244
H 2.938 -2.458 -1.665
H 1.382 -3.290 -1.980
H 2.400 -3.789 -0.593
H 0.164 1.546 1.274
H 1.728 1.063 0.547
H 0.914 -0.018 1.720
H -0.876 -0.679 0.159
H -0.525 0.682 -0.946
O -4.784 4.583 2.199
H -4.210 3.920 2.646
H -4.420 4.652 1.288
*
```

natural (NBO) population analysis, charges in e, atoms 1 to 8: -0.608 -0.502 0.799 -0.273 -0.608 -0.495 0.193 0.200


Which value of frontier orbital gap does entry 1 give? 10.817 eV